Density functional theory data (ωB97M-V/def2-TZVPD) for 2 unconnected molecules or ions with the total composition C4H8N2 in a non-equilibrium geometry.

Last column: Mulliken charge in e.
Atoms and positions in Å:
C 0.27 -0.47 1.65  -0.632
C 1.26 -0.29 0.40  -0.275
C -0.03 0.42 0.40  0.040
C -2.30 -0.86 -2.16  -0.726
N 1.93 0.95 0.35  -0.288
N 0.70 1.68 0.65  -0.355
H -0.08 -1.48 1.72  0.258
H 0.27 0.10 2.54  0.309
H 1.66 -1.22 0.18  0.426
H -2.03 -0.30 -1.23  0.252
H -1.62 -0.85 -2.97  0.272
H -3.33 -1.35 -2.45  0.254
H 2.75 1.16 0.79  0.207
H 0.56 2.52 0.13  0.258

Summary:
**Lowest unoccupied orbital energy (alpha / beta)**: -0.434 / 0.489 eV
**ΔE to the lowest compared entry with this formula, charge and spin**: 8.408 eV
**Spin multiplicity**: 1
**Calculated total energy**: -7249.4676 eV